Arrangement P

Formula: C4H7N3O
Source: the Open Molecules 2025 dataset
Level of theory: the ωB97M-V functional and the def2-TZVPD basis

Each line ends with the Löwdin charge.
Positions of all 15 atoms, in Å:
1 O -2.58987 -0.31386 0.08648  0.023
2 N 1.63219 -0.57322 -0.99603  0.016
3 N 0.74990 0.59405 0.78272  -0.020
4 N -0.86466 -1.70737 0.02849  0.162
5 C -0.94335 1.81373 -0.61431  0.098
6 C -1.36565 -0.43757 0.09382  -0.485
7 C -0.44610 0.76325 0.02666  -0.292
8 C 1.71704 -0.02676 0.26859  -0.404
9 H 2.55729 -0.23339 1.22721  0.171
10 H 0.12824 -2.09835 0.03635  0.124
11 H -2.06440 1.54344 -0.80982  0.105
12 H -1.51036 -2.38823 -0.14953  0.062
13 H 2.59075 -0.95074 -1.29669  0.046
14 H -0.74132 3.01418 -0.54043  0.133
15 H 1.15030 1.00083 1.85649  0.261

Its HOMO energy is -8.99 eV. As for the LUMO energy: -0.0020 Eh. As for the gap between HOMO and LUMO: 8.93 eV. As for the total charge: 0. As for the structure (SMILES): [H]/N=C/NC(=C)C(N)=O.

***

Arrangement Q

Formula: C4H7N3O
Source: the Open Molecules 2025 dataset
Level of theory: the ωB97M-V functional and the def2-TZVPD basis

Each line ends with the Löwdin charge.
Positions of all 15 atoms, in Å:
1 O 0.26136 1.61447 -1.10596  -0.043
2 N 0.70061 -1.69653 2.10845  0.063
3 N 0.29421 -0.83341 1.19438  -0.244
4 N -0.85363 -0.30869 -0.55139  0.088
5 C -0.80448 1.70531 -2.09441  -0.105
6 C 0.14387 0.60142 -0.39935  -0.490
7 C 0.97108 0.08389 0.52553  -0.048
8 C -0.67734 -1.21688 0.34587  -0.149
9 H 1.58846 0.69683 1.16810  0.127
10 H -1.85653 2.03922 -1.64475  0.105
11 H -1.13398 0.49602 -2.23677  0.107
12 H 0.37099 -1.28193 3.20068  0.210
13 H -0.33009 2.15749 -3.39567  0.192
14 H -1.11631 -2.25516 0.24281  0.154
15 H 1.59944 -1.94033 1.98741  0.033

Its HOMO energy is -7.80 eV. As for the LUMO energy: 0.0313 Eh. As for the gap between HOMO and LUMO: 8.65 eV. As for the total charge: 0.

***

How do the structures above rank in stability at the extremes? arrangement P comes first and arrangement Q comes last.